#A
Molecular formula: C2H12O3
Method: DFT, ωB97M-V with the def2-TZVPD basis set

Structure (XYZ):
```
17
Properties=species:S:1:pos:R:3
C -1.66426 -0.19361 -1.02521
C -1.97706 -1.47164 -0.00241
H -1.61072 0.66513 -0.34433
H -0.84839 -0.15963 -1.84534
H -2.64035 -0.15511 -1.66918
H -1.07961 -1.50393 0.65018
H -2.15292 -2.41712 -0.51162
H -2.80305 -0.98802 0.51864
H 0.61187 -0.79753 -2.26789
H 0.86732 -2.24583 -2.34602
O 1.39652 -1.43400 -2.36660
H 4.14324 3.44132 2.35673
H 3.58222 2.78148 1.32516
O 4.48328 2.78619 1.71332
H -0.82816 0.40055 2.16358
H 0.50871 0.49485 1.43802
O 0.01137 0.79690 2.21297
```

Summary:
Spin multiplicity = 2
Frontier orbital gap (alpha / beta) = 2.67 / 11.39 eV
E_HOMO (alpha / beta) = 0.877 / -7.798 eV
Charge = -1

#B
Molecular formula: C2H12O3
Method: DFT, ωB97M-V with the def2-TZVPD basis set

Structure (XYZ):
```
17
Properties=species:S:1:pos:R:3
C 1.92290 -0.45516 -2.37125
C 1.52205 0.54404 -3.45190
H 2.78510 -1.03460 -2.69976
H 2.22578 0.01341 -1.43782
H 1.08229 -1.11269 -2.16569
H 2.05641 1.48624 -3.40418
H 0.45716 0.72589 -3.34063
H 1.63736 0.07444 -4.42722
H -2.87333 0.43098 -1.15674
H -2.02633 1.48833 -0.50607
O -2.15517 1.05555 -1.36018
H -3.54476 -3.83691 1.12785
H -3.87531 -3.17387 -0.22032
O -3.65478 -2.97163 0.70352
H 2.66393 1.06870 5.89056
H 2.03800 2.45887 5.85714
O 2.89151 2.00671 5.82941
```

Summary:
Spin multiplicity = 2
Frontier orbital gap (alpha / beta) = 1.69 / 9.64 eV
E_HOMO (alpha / beta) = 1.132 / -6.926 eV
Charge = -1

Q: Which of them is the most stable? A: #B.

#A
Molecular formula: C2H12O3S
Method: DFT, ωB97M-V with the def2-TZVPD basis set

Structure (XYZ):
```
18
Properties=species:S:1:pos:R:3
C -2.22635 -1.78550 1.81764
C -1.06473 -0.75020 1.98223
S 0.63855 -1.28268 1.82192
H -2.69780 -1.50846 0.83388
H -2.03335 -2.84654 1.98563
H -3.06125 -1.42892 2.44213
H -1.18414 -0.50818 3.09310
H -1.39076 0.06616 1.37797
H 0.23988 -2.43950 1.27065
O 0.82055 1.52164 -3.17976
H -0.01313 1.25622 -3.56677
H 1.14591 0.81719 -2.60130
O -0.89006 1.87993 -0.57953
H -0.40678 2.53510 -1.10116
H -1.60339 2.44725 -0.26107
O 4.71778 0.42252 -2.08258
H 4.81213 0.36723 -1.12276
H 4.19697 1.23672 -2.13023
```

Summary:
SMILES string = CCS.O.O.O
Spin multiplicity = 1
Frontier orbital gap = 9.41 eV
E_HOMO = -8.914 eV

#B
Molecular formula: C2H12O3S
Method: DFT, ωB97M-V with the def2-TZVPD basis set

Structure (XYZ):
```
18
Properties=species:S:1:pos:R:3
C 0.56749 -1.33257 0.56840
C -0.55165 -1.73043 1.52982
S -2.07782 -2.33350 0.66792
H 1.34900 -0.79537 1.09186
H 0.08816 -0.80862 -0.26909
H 0.86114 -2.24427 0.02492
H -0.19159 -2.54298 2.15709
H -0.73959 -0.77513 2.00359
H -2.82309 -2.42285 1.77781
O 0.29047 2.49080 -0.74375
H -0.27436 1.85257 -0.27773
H -0.00086 3.32522 -0.33890
O 3.01165 1.41739 -0.87720
H 2.40695 2.08195 -0.48367
H 2.29535 1.09880 -1.45070
O -1.20743 0.71967 -1.53568
H -0.92524 1.52923 -1.97608
H -2.07860 0.47008 -1.86862
```

Summary:
SMILES string = CCS.O.O.O
Spin multiplicity = 1
Frontier orbital gap = 9.40 eV
E_HOMO = -9.080 eV

Q: Which of them is the most stable? A: #B.

#A
Molecular formula: C5H16NS
Method: DFT, ωB97M-V with the def2-TZVPD basis set

Structure (XYZ):
```
23
Properties=species:S:1:pos:R:3
C -1.98025 -0.31353 2.14199
S -2.06686 0.27121 0.45096
C -2.02756 2.08572 0.54293
H -2.64804 0.28058 2.79152
H -0.96261 -0.28037 2.56928
H -2.30643 -1.35820 2.29219
H -1.68056 2.42082 -0.43735
H -2.96109 2.40774 0.92976
H -1.32483 2.36480 1.31960
C 1.68770 -1.09051 0.41242
C 1.70957 -0.44324 -0.98374
C 1.27315 -1.38263 -2.08030
N 0.69704 0.69826 -0.94111
H 2.16042 -0.45603 1.12626
H 0.63647 -1.33966 0.57659
H 2.28864 -2.00950 0.35413
H 2.68384 0.01285 -1.23258
H 0.20024 -1.72441 -1.93925
H 1.92237 -2.23177 -2.22625
H 1.34335 -0.84027 -3.02705
H 1.02740 1.50256 -0.36090
H 0.48380 1.07910 -1.89916
H -0.15578 0.34648 -0.37996
```

Summary:
Spin multiplicity = 1
Frontier orbital gap = 9.66 eV
E_HOMO = -12.796 eV
Charge = +1

#B
Molecular formula: C5H16NS
Method: DFT, ωB97M-V with the def2-TZVPD basis set

Structure (XYZ):
```
23
Properties=species:S:1:pos:R:3
C -1.15292 0.81230 -0.53585
C -2.16325 1.19055 -1.62764
C -2.65865 2.64048 -1.54943
N -0.96416 -0.70109 -0.58281
H -0.16173 1.20847 -0.70856
H -1.54542 0.96088 0.48474
H -3.06718 0.50580 -1.54986
H -1.66528 0.99852 -2.58502
H -3.33820 2.86485 -0.75987
H -1.86233 3.32677 -1.32841
H -3.07692 2.94322 -2.45556
H -1.92177 -1.12169 -0.65913
H -0.47269 -1.00154 -1.44699
H -0.45664 -1.08870 0.24272
C 2.67478 -0.07842 -0.06748
C 1.79419 -0.16159 1.19717
S 1.31106 -1.87644 1.60455
H 2.18743 -0.62297 -0.88990
H 3.66395 -0.48150 0.08089
H 2.83018 0.94595 -0.32206
H 2.36112 0.18476 2.10673
H 0.86116 0.44440 1.06901
H 0.47164 -1.55648 2.62756
```

Summary:
Spin multiplicity = 1
Frontier orbital gap = 9.86 eV
E_HOMO = -13.129 eV
Charge = +1

Q: Which of them is the most stable? A: #A.